{
  "formula": "C35H39Cl6N6O2V",
  "method": "ωB97M-V/def2-TZVPD",
  "e_homo_ev": [-13.7, -13.7],
  "max_force_ha_per_bohr": 0.0625,
  "lumo_energy_ev": [-7.5, -8.7],
  "multiplicity": 3,
  "s2": 2.0332,
  "orbital_gap_ev": [6.1, 5.0],
  "charge": 2,
  "symbols": ["O", "V", "C", "C", "C", "O", "H", "H", "H", "H", "H", "H", "H", "N", "C", "C", "C", "C", "C", "H", "H", "H", "H", "H", "N", "C", "C", "C", "C", "C", "H", "H", "H", "H", "H", "N", "C", "C", "C", "C", "C", "H", "H", "H", "H", "H", "N", "C", "C", "C", "C", "C", "H", "H", "H", "H", "H", "N", "C", "C", "C", "C", "C", "H", "H", "H", "H", "H", "N", "C", "C", "C", "C", "C", "H", "H", "H", "H", "H", "C", "Cl", "Cl", "Cl", "H", "C", "Cl", "Cl", "Cl", "H"],
  "xyz": [[1.13252, -2.74406, 2.21693], [1.79433, -1.36447, 1.92038], [-2.25859, 0.50058, 1.92736], [-1.42317, -0.12620, 0.75511], [-1.25173, 0.69423, -0.55859], [-0.18938, -0.63827, 1.23017], [-3.12030, 0.99473, 1.47863], [-1.73254, 1.33015, 2.39979], [-2.60632, -0.27987, 2.60419], [-2.06970, -0.96530, 0.49819], [-0.87022, 1.71051, -0.46002], [-2.26196, 0.83358, -0.94346], [-0.58950, 0.23632, -1.29334], [1.27187, -0.58228, 4.02672], [0.58416, 0.48384, 4.39365], [0.48934, 0.92082, 5.72142], [1.13713, 0.18359, 6.70366], [1.87579, -0.89448, 6.33669], [1.85646, -1.27513, 5.00809], [0.10979, 0.92635, 3.53019], [-0.02095, 1.82901, 6.00634], [1.15238, 0.58946, 7.70438], [2.36517, -1.56866, 7.02399], [2.42672, -2.16348, 4.77999], [-1.10387, -4.56949, 0.58344], [-0.42173, -5.64371, 0.03649], [-0.26802, -5.86797, -1.32696], [-0.95634, -5.02284, -2.19675], [-1.73386, -3.95091, -1.66062], [-1.80912, -3.83510, -0.26253], [0.18047, -6.16774, 0.76391], [0.27761, -6.69548, -1.75581], [-0.90406, -5.20624, -3.25978], [-2.22687, -3.29913, -2.36669], [-2.43027, -3.10551, 0.23573], [-2.93257, -2.11922, -4.60906], [-2.20018, -2.97240, -5.42346], [-0.85867, -2.80764, -5.83519], [-0.20587, -1.71471, -5.37244], [-0.86827, -0.75245, -4.53387], [-2.23689, -1.00882, -4.18366], [-2.80542, -3.76846, -5.83135], [-0.51087, -3.45848, -6.62376], [0.75111, -1.53219, -5.83857], [-0.39849, 0.16169, -4.20212], [-2.75491, -0.29119, -3.56474], [2.58219, 0.70941, 1.62404], [2.49722, 1.38030, 0.42656], [3.15789, 2.62753, 0.15436], [3.95869, 3.18793, 1.15300], [4.02815, 2.54210, 2.40147], [3.38891, 1.30395, 2.57708], [1.74338, 1.03140, -0.26366], [2.95368, 3.10964, -0.79023], [4.41819, 4.12187, 0.86487], [4.72052, 3.00804, 3.08697], [3.52881, 0.68230, 3.44908], [0.63294, 6.42630, 0.81287], [0.84988, 5.28389, 1.51059], [-0.11997, 4.28925, 1.64664], [-1.34970, 4.48012, 0.95223], [-1.60639, 5.67488, 0.34116], [-0.57321, 6.64273, 0.20692], [1.82778, 5.15732, 1.95114], [0.12224, 3.39461, 2.20104], [-2.16947, 3.78050, 1.02224], [-2.47522, 5.93288, -0.24620], [-0.74295, 7.52980, -0.38528], [2.31561, -1.77301, -0.26185], [1.36226, -2.24158, -1.06500], [1.64951, -2.41605, -2.42889], [2.89837, -2.08788, -2.95068], [3.86401, -1.61861, -2.10010], [3.55280, -1.51233, -0.73778], [0.35405, -2.47122, -0.75324], [0.86663, -2.77181, -3.08229], [3.16189, -2.19885, -3.99214], [4.84718, -1.43945, -2.50957], [4.32147, -1.25964, -0.02245], [-0.73001, 4.37170, -2.72537], [-0.86444, 6.16135, -3.09132], [1.01645, 3.94003, -2.52546], [-1.51463, 3.37579, -3.97014], [-1.15298, 4.12306, -1.75204], [-5.64852, -1.48136, 0.77382], [-6.42599, 0.04361, 0.37230], [-4.86492, -2.19599, -0.64155], [-6.82990, -2.55694, 1.40793], [-4.93647, -1.29023, 1.57667]],
  "forces_ev_per_angstrom": [[1.15, 0.98, -0.14], [-2.89, -0.57, -0.56], [0.37, 0.38, -1.19], [1.01, 1.07, 0.72], [-0.36, 0.16, 0.49], [-0.57, 0.29, -0.28], [-0.25, -0.25, -0.10], [0.21, -0.31, 0.29], [0.26, 0.23, 0.16], [0.30, -0.94, -0.32], [0.16, 0.06, 0.74], [0.05, -0.24, -0.37], [-0.32, -0.49, 0.03], [1.11, -1.45, -0.31], [-0.68, 0.90, -0.02], [0.10, -0.32, -0.77], [-0.07, 1.72, 0.22], [-0.17, -1.51, -0.49], [0.94, -0.34, 0.39], [-0.22, 0.71, 0.36], [-0.23, -0.03, -0.30], [-0.15, -0.30, 0.22], [0.15, 0.27, 0.20], [-0.08, -0.19, -0.49], [0.58, -2.24, -1.00], [0.46, 2.05, 0.73], [-1.07, 0.35, -0.05], [-0.64, 1.09, 1.06], [0.88, -1.53, -0.36], [0.39, 0.20, -0.61], [-0.18, -0.42, 0.02], [0.18, -0.12, 0.37], [-0.03, 0.21, -0.13], [-0.35, 0.14, 0.23], [-0.16, 0.29, -0.27], [2.82, 0.25, -0.72], [-1.15, 1.34, 0.92], [-2.57, -0.55, 0.28], [0.01, 2.19, 0.49], [-1.30, -1.92, -0.48], [1.52, -1.30, -1.11], [0.07, -0.26, 0.04], [0.41, -0.08, 0.22], [0.38, 0.38, 0.45], [0.13, 0.02, -0.07], [-0.28, -0.02, 0.02], [1.45, 1.78, -0.65], [0.17, 1.56, 0.99], [-0.87, -2.12, 1.16], [-1.32, -0.85, -0.74], [0.32, -0.33, -1.14], [-0.12, 0.16, -0.99], [0.20, -0.35, -0.24], [0.20, 0.00, 0.02], [0.38, 0.12, 0.68], [-0.27, -0.45, 0.66], [0.04, 0.39, 0.36], [-0.80, 0.11, -0.63], [-1.44, 0.56, -0.79], [-0.38, 0.70, -1.24], [0.43, -0.23, 1.57], [1.29, 1.72, -1.50], [1.11, -2.25, 2.00], [0.11, 0.18, 0.12], [-0.17, -0.17, 0.05], [0.08, -0.38, 0.04], [-0.55, -0.49, 0.33], [0.32, 0.18, 0.19], [0.34, 0.34, 1.95], [0.65, 0.03, -2.17], [-0.24, 0.10, 0.17], [-0.73, -0.16, 0.12], [0.22, -0.17, 1.20], [-0.09, -0.21, -0.97], [0.10, 0.03, 0.65], [-0.06, -0.11, 0.06], [-0.34, -0.11, -0.14], [0.16, 0.23, 0.42], [-0.05, 0.25, 0.11], [0.44, 0.63, -0.23], [-0.02, -1.71, 0.26], [-0.59, 0.10, -0.28], [0.35, 0.42, 0.46], [-0.22, 0.47, -0.33], [0.00, 0.32, 0.19], [0.20, 0.41, -0.19], [0.25, 0.22, -0.01], [-0.60, -0.80, 0.41], [0.15, -0.05, -0.42]],
  "lowdin_charge": [-0.2082, 1.0608, -0.0055, -0.3877, -0.0082, -0.0493, 0.0845, 0.0613, 0.0944, 0.1325, 0.0620, 0.0915, 0.0720, -0.0312, -0.1103, 0.0060, -0.0253, -0.0242, -0.1160, 0.0889, 0.1230, 0.1313, 0.1299, 0.1197, 0.0593, -0.1053, -0.0613, -0.0610, -0.0575, -0.2175, 0.1029, 0.1087, 0.1027, 0.0690, 0.0440, 0.0600, -0.1123, -0.0822, -0.1111, -0.0556, -0.1392, 0.1042, 0.1122, 0.1047, 0.0750, 0.0861, -0.0586, -0.0916, -0.0181, -0.0233, -0.0091, -0.0954, 0.0957, 0.0612, 0.1287, 0.1210, 0.1013, 0.0713, -0.1537, -0.0695, -0.1044, -0.1003, -0.1198, 0.0886, 0.0737, 0.0958, 0.1078, 0.0962, -0.0321, -0.0916, -0.0050, -0.0228, -0.0217, -0.1007, 0.0929, 0.0901, 0.1258, 0.1240, 0.1164, -1.4429, 0.5457, 0.5029, 0.5416, -0.0280, -1.6036, 0.5401, 0.5588, 0.5973, -0.0025]
}